Density functional theory data (ωB97M-V/def2-TZVPD) for 2 unconnected molecules or ions with the total composition C4H12NOSe2 in a non-equilibrium geometry.

Last column: natural (NBO) charge in e.
Geometry (Å):
C (-0.91, -0.96, -0.12)  -0.236
C (-2.02, -0.20, 0.60)  -0.087
C (1.53, -0.89, -0.36)  -0.312
C (0.20, 1.07, -1.00)  -0.418
N (0.32, -0.13, -0.10)  -0.493
O (-1.41, 0.37, 1.74)  -0.745
Se (3.15, -0.07, 0.13)  0.210
Se (-0.35, 2.69, 0.00)  0.137
H (-1.19, -1.21, -1.15)  0.235
H (-0.68, -1.88, 0.43)  0.253
H (-2.45, 0.59, -0.04)  0.177
H (-2.82, -0.90, 0.88)  0.217
H (1.52, -1.41, -1.31)  0.227
H (1.25, -2.42, 0.83)  0.102
H (1.17, 1.27, -1.47)  0.261
H (-0.54, 0.87, -1.77)  0.245
H (0.34, 0.23, 0.87)  0.488
H (-2.08, 0.71, 2.35)  0.512
H (3.96, -0.89, -0.73)  0.124
H (1.00, 3.16, 0.22)  0.102

Calculated values
total charge: +1
total energy: -138561.563 eV
orbital gap (spin up / spin down): 8.227 / 8.227 eV

---

Density functional theory data (ωB97M-V/def2-TZVPD) for 2 unconnected molecules or ions with the total composition C4H12NP in a non-equilibrium geometry.

Last column: natural (NBO) charge in e.
Geometry (Å):
C (-0.34, -1.24, -0.52)  -0.621
C (-1.63, 0.53, 0.85)  -0.604
C (-0.07, 1.16, -1.01)  -0.623
C (-0.35, 0.18, 0.07)  0.039
N (0.66, 0.37, 1.15)  -0.403
P (2.89, -0.21, 0.33)  0.088
H (-1.02, -1.23, -1.31)  0.218
H (0.67, -1.57, -0.89)  0.231
H (-0.57, -1.92, 0.37)  0.205
H (-1.55, 1.67, 1.10)  0.226
H (-1.79, -0.14, 1.72)  0.218
H (-2.39, 0.39, 0.14)  0.209
H (0.23, 2.12, -0.45)  0.220
H (0.69, 0.94, -1.67)  0.219
H (-0.99, 1.41, -1.46)  0.210
H (0.60, -0.47, 1.80)  0.305
H (2.65, -1.58, 0.70)  -0.061
H (2.32, -0.39, -0.93)  -0.076

Calculated values
2S+1: 3
total energy: -15116.537 eV
orbital gap (spin up / spin down): 7.441 / 7.628 eV

---

Density functional theory data (ωB97M-V/def2-TZVPD) for 2 unconnected molecules or ions with the total composition C4H12NPS2 in a non-equilibrium geometry.

Last column: natural (NBO) charge in e.
Geometry (Å):
C (1.80, -1.10, -2.01)  -0.700
C (-0.33, -1.55, 2.20)  -0.434
C (-1.50, 2.84, 0.14)  -0.727
C (1.67, 0.11, -1.20)  -0.353
N (-0.87, -0.44, 1.48)  -0.983
P (-0.85, -0.33, -0.21)  1.032
S (-1.73, -1.87, -0.93)  -0.555
S (-2.03, 1.29, -0.75)  -0.053
H (0.83, -1.35, -2.48)  0.244
H (2.57, -0.94, -2.74)  0.224
H (2.32, -1.89, -1.50)  0.222
H (-0.42, -2.50, 1.52)  0.228
H (0.69, -1.42, 2.58)  0.191
H (-1.05, -1.87, 2.96)  0.207
H (-2.16, 3.54, -0.31)  0.232
H (-0.52, 3.25, -0.10)  0.223
H (-1.70, 2.64, 1.26)  0.224
H (1.32, 1.03, -1.53)  0.189
H (2.56, 0.10, -0.40)  0.199
H (-0.62, 0.46, 2.01)  0.391

Calculated values
total energy: -36789.803 eV
orbital gap (spin up / spin down): 7.375 / 7.325 eV